[1]
A structure of composition C23H33NOP2ScSi in a non-equilibrium geometry. Source: OMol25; level of theory: the ωB97M-V functional and the def2-TZVPD basis.

Positions of all 62 atoms, in Å:
Si -1.24 -1.04 2.19
C 1.34 2.61 1.46
C -1.96 2.18 -0.95
H 1.41 3.13 0.49
H -3.79 1.22 1.10
H 0.65 -2.13 3.44
H 2.31 -0.95 -2.91
H 3.66 -0.04 -0.18
H 1.29 0.04 3.29
H -2.54 0.74 3.29
H -0.88 0.59 4.04
C -3.89 2.95 -2.87
C -0.83 -0.67 -3.44
H 1.85 0.15 -4.26
C 2.19 0.07 2.66
C -0.03 2.81 2.05
H 2.99 0.65 3.17
Sc 0.00 0.00 0.00
C -1.49 3.69 3.79
H -0.09 -3.25 2.24
H -0.49 -1.72 -3.48
H 2.65 0.80 -2.79
H 4.14 1.35 0.86
C -0.17 2.06 -2.74
H -0.03 2.28 -3.82
C -1.18 2.45 1.28
H -0.93 -2.90 3.78
C 1.93 0.05 -3.17
H 0.53 2.69 -2.15
O 1.15 -2.80 0.05
H -2.49 -2.58 0.73
C 3.36 0.96 0.18
C -2.47 2.76 1.77
C -2.57 2.66 -3.26
N -1.02 1.82 0.04
C 0.71 -1.72 0.03
H 2.13 3.01 2.13
H -2.28 2.74 -4.32
C -3.62 2.30 0.91
H -1.85 -0.64 -3.01
H -2.20 -0.59 4.40
C -1.75 0.05 3.62
C -0.30 -2.46 2.98
C -1.59 2.31 -2.32
C -2.78 -1.83 1.50
H -4.63 3.24 -3.62
H 0.67 3.67 3.90
H -3.62 3.61 3.38
C -3.29 2.48 -0.56
H -1.61 4.17 4.77
H -3.42 -1.06 1.03
H 3.26 1.64 -0.68
C -0.21 3.40 3.31
C -2.62 3.39 3.01
P 0.30 0.30 -2.35
H 2.54 -0.96 2.49
H -5.26 3.10 -1.20
H -3.34 -2.34 2.31
H -0.87 -0.25 -4.46
P 1.74 0.84 1.06
C -4.23 2.87 -1.52
H -4.56 2.82 1.18

For the energy relative to the best compared isomer or geometry (same formula, charge and spin), the calculation gives 247.1 kJ/mol. The charge is +1. The calculation puts the max |F| at 11.8 eV/Å. The value obtained for the HOMO-LUMO gap (alpha / beta) is 5.644 / 5.643 eV.

[2]
A structure of composition C3H10ClN2NiO4. Source: OMol25; level of theory: the ωB97M-V functional and the def2-TZVPD basis.

Positions of all 21 atoms, in Å:
H -0.99 0.30 2.43
N -0.11 0.15 1.93
H 0.77 3.44 1.84
O 1.41 -0.52 -0.82
H -0.26 3.61 -0.32
C 0.77 1.34 2.12
O -0.38 -1.96 -1.07
O 1.84 -2.88 -0.96
H 0.99 2.38 -0.43
H -1.88 1.85 -0.10
N -0.96 1.62 -0.47
O 1.15 -1.69 -2.90
H 0.32 -0.66 2.36
Ni -0.42 -0.29 -0.03
H 0.98 1.48 3.18
H 1.72 1.12 1.62
C 0.15 2.60 1.54
H -1.04 1.69 -1.48
C 0.03 2.62 0.02
H -0.84 2.77 1.99
Cl 1.07 -1.83 -1.50

The expectation value of S² is 2.004. Its spin multiplicity is 3. The charge is +1. The calculation puts the max |F| at 0.3 eV/Å. The value obtained for the HOMO-LUMO gap (alpha / beta) is 11.298 / 9.923 eV.

[3]
A cluster of 2 separate species, C19H22BCl2F2N3O9S3 in total in a non-equilibrium geometry. Source: OMol25; level of theory: the ωB97M-V functional and the def2-TZVPD basis.

Positions of all 61 atoms, in Å:
C -4.02 -0.42 -1.90
S 3.02 -0.28 -0.56
H -2.17 1.63 -2.88
H -1.94 -0.79 4.45
C -3.64 -3.68 2.10
F 8.24 -2.80 -3.95
C 0.90 3.03 -2.10
C 1.16 1.53 -1.58
B 8.73 -1.62 -3.31
O 8.73 -1.79 -1.84
C -2.60 1.90 2.96
H -3.99 -0.06 1.10
C -3.21 0.60 -0.98
C -5.06 -2.81 -0.42
H -1.44 1.62 4.85
C -2.27 1.62 -1.73
C 7.92 -0.87 -1.33
C -1.47 2.66 -0.86
N -2.62 -4.44 1.45
C -1.32 1.32 3.74
H -1.54 4.97 1.81
N -1.77 -4.95 2.39
H -0.28 4.64 -1.09
C -2.21 -4.50 3.68
Cl -4.11 1.02 3.59
C 2.77 1.25 -1.64
H -1.08 3.98 -2.60
O 7.83 -0.48 -3.58
S -5.06 -2.71 1.47
F 10.05 -1.32 -3.77
S -0.69 3.87 1.56
C -3.30 0.70 0.57
O -3.52 -1.72 -2.18
H -2.94 -2.07 -0.14
H -5.87 -2.13 -0.85
O 7.70 -0.73 -0.15
H 0.70 0.80 -2.34
Cl 2.53 0.19 1.44
H 3.16 1.10 -2.70
H 3.29 2.12 -1.09
H 0.88 2.98 -3.26
O -5.14 -0.04 -2.35
C -1.19 -0.29 3.72
C -3.57 -2.55 -0.98
H -0.32 1.75 3.39
H -2.77 3.01 3.23
H 0.86 1.33 -0.50
C 7.36 -0.05 -2.42
O 6.59 0.87 -2.29
H 1.76 3.75 -1.84
O 1.95 -1.27 -1.00
H -1.67 -4.77 4.66
C -0.51 3.66 -1.64
H -3.08 -3.55 -1.24
O -3.38 -3.72 3.52
N -1.59 2.70 0.60
O 4.41 -0.82 -0.63
H -1.23 -0.73 2.67
H -5.36 -3.89 -0.71
C -2.47 1.78 1.35
H -0.15 -0.54 4.15

The calculation puts the max |F| at 6.7 eV/Å. The value obtained for the HOMO-LUMO gap is 4.307 eV.

[4]
A structure of composition C7H12LiN2O8 in a non-equilibrium geometry. Source: OMol25; level of theory: the ωB97M-V functional and the def2-TZVPD basis.

Positions of all 30 atoms, in Å:
H 20.41 -2.38 -16.62
H 16.54 0.17 -12.50
H 12.12 -0.58 -14.73
H 16.57 -2.46 -15.27
H 15.94 -2.83 -18.83
O 16.44 -3.19 -15.94
N 19.52 0.56 -17.53
C 14.39 0.65 -12.37
H 20.44 0.96 -17.64
H 16.63 -1.62 -19.45
C 13.05 0.42 -13.08
C 19.36 -0.75 -17.15
H 15.58 -3.56 -15.72
O 15.82 1.06 -17.21
C 15.58 0.18 -12.99
C 15.56 -0.41 -14.22
O 14.39 1.15 -11.25
O 12.02 0.84 -12.57
Li 16.22 -1.24 -16.84
H 15.49 1.55 -16.45
H 18.69 1.09 -17.71
O 14.30 -1.05 -16.17
N 20.52 -1.43 -16.90
O 16.04 -1.88 -18.74
C 13.07 -0.28 -14.31
O 18.28 -1.28 -17.03
C 14.23 -0.60 -14.99
H 21.45 -1.06 -17.01
O 16.62 -0.79 -14.82
H 16.37 1.68 -17.69

For the energy relative to the best compared isomer or geometry (same formula, charge and spin), the calculation gives 13.1 kJ/mol. The charge is -1. The calculation puts the max |F| at 1.0 eV/Å. The value obtained for the HOMO-LUMO gap is 4.954 eV.